77
Properties=species:S:1:pos:R:3:forces:R:3:mulliken_charge:R:1 method="wB97M-V/def2-TZVPD" gap_ev=5.307 lumo_ev=-3.27 multiplicity=1 homo_ev=-8.58
O 0.5633 -1.9155 -5.4192 -3.2155 -2.3037 1.3517 -0.476
V -0.7482 -2.6124 -4.7407 2.6936 5.0479 0.8515 1.524
O -0.2940 -3.0866 -3.3260 -0.2230 -0.5103 -0.9973 -0.452
O -0.5900 1.0457 1.1952 -0.7348 -0.8534 -1.6785 -0.135
V -1.0631 0.3941 -0.1978 2.0172 -0.6276 0.1576 0.899
O 0.2364 -0.2950 -0.8478 -2.0788 1.2383 1.1644 -0.397
S -2.6724 -0.1548 -3.3608 -7.3396 2.1567 1.9281 1.366
O -3.0542 1.1218 -3.8649 3.2119 3.9415 -0.1593 -0.752
O -3.9727 -0.7683 -3.5457 -0.2436 -4.3427 0.5794 -0.886
O -1.5913 -0.7486 -4.0850 4.5423 -3.8196 -3.3934 -0.196
O -2.3464 -0.2236 -1.8938 0.9545 0.5270 1.0231 -0.570
O -3.0855 4.4490 1.6756 0.1495 -0.2246 0.0412 -0.548
H -3.0962 5.1593 2.3172 0.0136 0.2702 0.1969 0.272
H -4.0038 4.3314 1.4324 -0.2632 -0.0010 -0.2444 0.282
O 0.7398 3.2372 3.1932 0.0304 0.5049 0.4806 -0.656
H 0.2346 3.5232 2.4321 -0.0732 0.0573 -0.7236 0.308
H 0.0978 3.1840 3.9012 -0.0714 -0.1042 0.2626 0.294
O 1.6659 2.3932 -0.3223 -0.5443 0.2197 -0.0737 -0.583
H 1.2956 3.0861 0.2246 -0.2480 0.3025 0.0715 0.248
H 2.5127 2.1976 0.0789 0.8001 -0.4787 0.0539 0.179
O -0.2989 4.2926 0.7101 0.4081 0.0843 0.0828 -0.728
H -0.6178 5.1217 1.0667 -0.0354 0.3159 -0.0245 0.254
H -1.0785 3.7402 0.6531 -0.4462 -0.3922 0.0722 0.381
O -4.0487 -2.2209 -1.0560 -0.1128 -0.4909 1.0047 -0.668
H -4.8133 -2.5257 -1.5445 -0.0971 -0.0432 -0.1849 0.279
H -3.7500 -1.4482 -1.5354 0.1344 0.4155 -0.7363 0.306
O -0.1611 -0.8016 3.9635 0.4402 0.5427 0.1764 -0.674
H -0.1397 -1.4344 3.2457 0.1743 -0.2801 -0.2561 0.318
H -0.9139 -1.0645 4.4930 -0.1038 -0.1963 0.0610 0.299
O 1.7210 -3.1135 2.6568 -0.3229 0.0788 -0.1813 -0.527
H 1.9257 -3.3464 3.5624 0.0576 0.0610 0.3460 0.261
H 2.3116 -3.6528 2.1310 0.3134 -0.1405 -0.2875 0.278
O 1.9693 -4.9802 -2.2731 0.0314 -0.3300 0.1459 -0.604
H 2.3679 -4.3937 -2.9161 0.2301 0.2746 -0.1046 0.311
H 1.0272 -4.8836 -2.4119 -0.2062 0.1021 0.0556 0.311
O 2.1279 1.0532 3.6241 0.7819 -0.3772 0.3698 -0.688
H 1.2591 0.6532 3.6607 -0.6123 -0.2123 0.2699 0.329
H 1.9574 1.9854 3.4890 -0.2827 0.3945 -0.1758 0.444
O -4.1116 1.4751 3.1518 -0.2661 -0.0782 -0.0080 -0.578
H -3.7761 1.2908 4.0291 0.1604 -0.1345 0.1781 0.268
H -4.3373 2.4051 3.1716 0.0132 0.2874 -0.0224 0.259
O 4.8113 -1.4697 -0.4400 0.7330 -0.5103 0.4421 -0.690
H 4.1399 -1.2665 0.2112 -0.2185 0.3195 0.2369 0.278
H 4.3531 -1.4249 -1.2792 -0.2643 0.2197 -0.2787 0.464
O 0.2795 1.7160 -4.6265 0.4625 0.1639 -0.0031 -0.637
H -0.4192 2.3494 -4.7902 -0.2588 0.1070 -0.0255 0.308
H -0.1784 0.8960 -4.4415 -0.2448 -0.3460 0.0601 0.214
O -3.4185 0.6810 0.6196 0.4191 -0.0091 -0.8966 -0.328
H -3.8183 -0.0884 0.2142 -0.2773 -0.4366 -0.4508 0.282
H -3.9820 0.8782 1.3679 0.2503 0.2373 0.7601 0.173
O 4.4016 1.7372 0.8428 -0.1406 0.5387 -0.3829 -0.666
H 3.9705 1.0241 1.3137 -0.0789 -0.7425 0.1538 0.379
H 4.2376 2.5128 1.3793 0.1866 0.2519 0.2685 0.291
O -1.8605 -1.7948 0.7188 0.7973 1.0500 -0.6296 -0.162
H -2.2094 -2.3121 1.4447 -0.0657 -0.4262 0.3194 0.246
H -2.2165 -2.2117 -0.0659 -0.3897 -0.3685 -0.5659 0.213
O 2.6387 -0.4543 1.5480 0.4109 -0.6006 -1.1972 -0.538
H 2.3556 -1.3039 1.8862 -0.0702 -0.3683 0.1754 0.182
H 2.3440 0.1760 2.2054 -0.1057 0.6007 0.6842 0.293
O 3.0080 -0.9146 -2.4110 -0.2153 -0.7744 -0.1855 -0.623
H 2.3186 -0.8955 -1.7471 -0.3827 0.0451 0.3086 0.116
H 3.0260 -0.0250 -2.7639 0.0015 1.0344 -0.0256 0.432
O -0.8671 -4.9339 1.7005 -0.3430 0.0047 -0.1552 -0.583
H -0.0179 -4.5506 1.4807 0.2547 0.2603 -0.0162 0.309
H -0.6751 -5.5561 2.4022 0.0012 -0.1422 0.1715 0.278
O -2.4858 -2.0840 3.4262 -0.1294 -0.3103 0.1525 -0.635
H -3.3254 -1.8743 3.8353 -0.3673 -0.1043 0.0605 0.283
H -2.3245 -1.3581 2.8234 0.0395 0.7081 -0.0082 0.237
O 4.9132 -1.5873 -4.1901 0.4003 -0.2297 -0.6214 -0.665
H 4.2141 -1.5802 -3.5363 -0.3855 -0.0051 0.2674 0.420
H 5.6419 -1.1330 -3.7671 0.1859 0.0842 0.0973 0.305
O 2.6403 1.9493 -2.7784 0.6335 -0.4018 -0.6253 -0.680
H 2.0295 1.8589 -3.5098 -0.3830 0.1114 -0.4800 0.366
H 2.0929 2.2176 -2.0404 -0.2007 0.1406 0.6645 0.392
O -1.5129 2.4559 -1.1325 -0.0976 -0.6375 0.4509 -0.215
H -2.4514 2.6136 -1.2353 -0.5598 -0.3772 -0.2766 0.192
H -1.1017 3.2832 -1.3828 0.7656 0.0317 -0.1227 0.217



18
Properties=species:S:1:pos:R:3:forces:R:3:mulliken_charge:R:1 method="wB97M-V/def2-TZVPD" gap_ev=10.495 smiles="NCC=O.C=CC" lumo_ev=1.01 relative_energy_kcal_mol=45.1 multiplicity=1 homo_ev=-9.49
N -1.2143 -1.8855 -0.5573 -0.1930 -0.1593 -0.1728 -0.601
C -1.3013 -0.6114 -1.2452 0.1555 -0.3860 0.3593 -0.324
C -1.9969 0.4716 -0.4636 -0.1098 -0.1214 0.6678 0.080
O -2.4225 0.3281 0.6620 0.1838 0.1381 -0.8366 -0.482
H -1.0918 -1.7035 0.4332 -0.0702 -0.0879 0.0010 0.242
H -2.0853 -2.4019 -0.6580 0.1964 0.1374 0.1285 0.245
H -1.7943 -0.7270 -2.2132 0.0557 0.0537 -0.0362 0.418
H -0.2792 -0.2585 -1.4393 -0.1567 0.1983 -0.1329 0.058
H -2.0514 1.4405 -0.9847 -0.1257 0.2401 0.0311 0.350
C 0.6351 0.7568 1.7058 -0.0590 -0.0135 0.2581 -0.871
C 1.3867 0.0925 0.8540 0.3452 -0.2563 -0.4561 0.198
C 2.3732 0.7287 -0.0695 -0.0235 0.1890 0.0176 -1.015
H -0.0580 0.2601 2.3538 -0.3089 -0.1925 0.2021 0.300
H 0.6989 1.8269 1.8050 0.0551 0.2879 -0.0323 0.240
H 1.3146 -0.9893 0.7628 -0.1287 0.0265 0.1487 0.325
H 2.5040 1.7842 0.1681 0.0336 0.0202 -0.0242 0.304
H 2.0443 0.6551 -1.1059 -0.0038 -0.0406 -0.1264 0.235
H 3.3382 0.2328 -0.0081 0.1538 -0.0336 0.0033 0.298



12
Properties=species:S:1:pos:R:3:forces:R:3:mulliken_charge:R:1 method="wB97M-V/def2-TZVPD" gap_ev="7.653 / 7.478" lumo_ev="-1.34 / -1.47" relative_energy_kcal_mol=108.7 multiplicity=1 homo_ev="-8.99 / -8.95"
C -0.7925 -1.9652 -0.0416 0.5191 -2.1692 -0.5610 0.012
C -1.9201 -1.2781 0.0878 -1.4743 1.3743 -0.8369 -0.492
C 0.0160 0.2746 0.0920 1.6880 -6.9991 -1.5331 0.346
C 0.9656 1.3879 -0.0011 -1.1349 1.1774 -0.5172 -0.787
N 0.3978 -1.3428 -0.0389 -0.5753 7.1839 0.4260 -0.519
O -2.4293 1.2957 0.5896 -0.8882 1.3553 0.2475 -0.578
S -1.6855 0.3985 -0.2754 1.6653 -1.4453 1.1035 0.447
H -0.7893 -3.0761 -0.2408 0.1261 1.2156 0.5895 0.348
H -2.9288 -1.5247 -0.0777 -0.9780 -1.0275 0.1284 0.414
H 1.6681 1.3465 0.8143 0.2102 0.0974 0.4101 0.279
H 0.2340 2.2756 0.1291 1.7763 -0.7578 -0.3355 0.289
H 1.5733 1.4293 -0.9537 -0.9342 -0.0050 0.8786 0.242



21
Properties=species:S:1:pos:R:3:forces:R:3:mulliken_charge:R:1 method="wB97M-V/def2-TZVPD" gap_ev=9.120 lumo_ev=-3.58 relative_energy_kcal_mol=206.4 total_charge=+1 multiplicity=1 homo_ev=-12.70
C -0.0681 1.2162 -0.4115 -0.0093 -0.5742 0.3229 -0.105
C -1.6337 -1.0521 -0.8866 -1.4678 0.9281 -0.5909 -0.037
C 0.4737 -0.9099 0.7512 0.2491 0.8810 -0.5607 -1.133
C -0.5820 -0.2073 -0.0611 -2.1962 -2.0619 1.6611 0.856
C 0.6509 0.2181 -1.1186 1.7550 0.3957 -2.3353 -1.197
C 2.7513 0.3694 0.1816 -1.0990 -1.4784 1.5665 -0.996
N -1.9935 -0.3579 0.2723 0.3501 -0.8350 1.8596 0.053
N -2.8724 0.6930 0.4240 -0.8008 -0.3965 -0.8532 -0.560
N 1.6050 -0.5229 -0.1234 -0.5754 1.7919 -2.9449 0.167
H -0.8321 1.6336 -1.0997 0.7804 0.6221 0.8764 0.492
H 0.3004 1.6080 0.5679 -0.7783 0.5008 -1.0414 0.217
H -2.0205 -0.5471 -1.7749 0.6376 -0.2864 -0.3282 0.294
H -1.7168 -2.1707 -0.9060 0.6654 1.1442 0.3593 0.225
H 0.7147 -0.5598 1.6917 -0.0447 1.4370 2.1840 0.332
H 0.2685 -1.9104 0.9392 0.1021 -2.1602 -0.5070 0.398
H 3.1927 -0.1923 0.9400 1.2744 -0.2325 1.8904 0.457
H 3.4773 0.3380 -0.5867 0.1495 0.6413 -1.2739 0.318
H 2.3433 1.2699 0.5440 0.3184 1.3243 0.1200 0.372
H -2.5815 1.6193 0.2142 0.3607 0.5047 -0.2550 0.213
H -3.5191 0.6121 1.1958 0.5790 -0.2238 0.1204 0.235
H 2.0419 -1.1472 -0.7535 -0.2504 -1.9221 -0.2700 0.402



Record order is preserved below.
Energy: -4569.77704, -327.05950, -683.43475, -399.55216 Ha